[1]
The following is a quantum chemistry calculation of a molecular structure, C18H54F6N13O20S2 at a distorted geometry, from the Open Molecules 2025 dataset.

Values from the calculation:
expectation value of S²	0.754
ΔE to the lowest compared entry with this formula, charge and spin	115.1	kJ/mol
electronic energy	-117830.501	eV
Kohn-Sham gap (alpha / beta)	8.36 / 2.48	eV

Structure (ORCA input):
```
! wB97M-V def2-TZVPD RIJCOSX def2/J DEFGRID3
* xyz 0 2
C 3.3113 -0.5994 -1.4065
F 3.4624 -0.0130 -0.2364
F 4.0478 -0.0545 -2.3596
F 3.6417 -1.9026 -1.2714
S 1.4125 -0.3659 -1.7977
O 1.3188 1.0118 -2.2646
O 1.1243 -1.2980 -2.9060
N 0.4442 -0.6728 -0.3555
S -0.9324 -0.0400 -0.6517
O -1.3163 -0.0921 -2.0592
O -1.9205 -0.5389 0.2008
C -0.7911 1.7850 0.0093
F 0.4816 2.0959 0.2249
F -1.3334 2.5392 -0.9622
F -1.4700 1.9030 1.2301
C -2.2488 -1.3442 4.3398
O -2.7132 -0.9891 5.4472
N -1.9498 -2.5729 4.2107
N -1.9530 -0.6512 3.3033
H -1.7542 -3.1376 3.3965
H -2.1280 -3.0541 5.0806
H -1.3563 -1.0983 2.6221
H -2.1165 0.3386 3.4199
C -0.7403 -4.1394 -2.9785
O 0.1564 -4.6682 -3.5304
N -1.0645 -2.9236 -3.0530
N -1.7190 -4.8593 -2.5427
H -1.9275 -2.5318 -2.7041
H -0.2605 -2.3267 -2.9205
H -1.6393 -5.8662 -2.5472
H -2.5315 -4.4957 -2.0655
C 1.6170 0.4621 3.5384
O 2.1667 0.2243 4.5826
N 0.5946 1.2924 3.4405
N 1.8222 -0.0646 2.3489
H 0.3878 1.8751 4.2391
H 0.0969 1.2590 2.5623
H 1.2775 0.1486 1.5255
H 2.5146 -0.7928 2.2471
C -0.3723 0.2693 -5.4524
O 0.0240 0.5550 -6.5487
N -0.6013 1.1157 -4.4520
N -1.2125 -0.6624 -5.1849
H -0.1816 1.9918 -4.7285
H -0.7014 0.9043 -3.4695
H -1.4545 -0.9047 -4.2347
H -1.4483 -1.3112 -5.9222
C -4.6855 2.0995 -0.8223
O -4.8720 2.3230 -2.0352
N -4.9550 0.9290 -0.2394
N -4.1898 2.8582 0.1294
H -5.2917 0.3019 -0.9560
H -4.6661 0.7591 0.7134
H -4.1434 3.7840 -0.2716
H -4.1890 2.5024 1.0746
C -3.8774 2.5019 3.5941
O -4.3239 1.7184 2.8596
N -3.1544 3.5815 3.3253
N -4.0288 2.3465 4.8918
H -2.8552 4.0987 4.1396
H -2.7647 3.8178 2.4240
H -3.5825 2.8878 5.6184
H -4.6080 1.5783 5.1992
C 2.1574 4.3382 2.6952
C 0.9932 4.8355 1.9349
O 1.3304 4.9335 0.4862
O 3.3139 5.1295 2.5524
H 2.4628 3.3077 2.5140
H 1.7587 4.5059 3.6958
H 0.6374 5.7823 2.3410
H 0.1746 4.1212 2.0230
H 2.0780 5.5295 0.4005
H 3.3556 5.7178 3.3099
C -3.8397 -3.5000 0.4596
C -4.6630 -2.4783 1.3089
O -5.4766 -3.0280 2.3410
O -4.3476 -3.6495 -0.8776
H -3.6128 -4.4372 0.9678
H -2.8778 -3.0416 0.2303
H -5.3019 -1.8479 0.6905
H -3.9622 -1.8973 1.9084
H -6.3993 -3.0662 2.0786
H -4.4794 -2.7342 -1.1354
C 5.7564 -3.3169 -4.0040
C 4.5530 -2.6092 -4.6598
O 4.9965 -1.5319 -5.4514
O 6.4661 -4.2090 -4.8342
H 5.4740 -4.0062 -3.2082
H 6.5512 -2.6256 -3.7239
H 4.0759 -2.0596 -3.8484
H 3.9641 -3.3166 -5.2436
H 5.3261 -0.8407 -4.8725
H 7.3550 -4.3236 -4.4900
C 0.5383 -3.4651 2.0021
C 0.6300 -4.1488 0.6214
O 1.2390 -3.3426 -0.3593
O -0.1675 -2.2876 1.7708
H 1.4495 -3.0616 2.4439
H 0.0615 -4.1265 2.7254
H -0.3923 -4.2000 0.2466
H 1.1441 -5.1015 0.7482
H 0.8604 -2.4622 -0.3040
H 0.1443 -1.6436 1.1308
C 4.3994 3.1862 -0.1963
C 3.9958 4.1965 -1.2997
O 3.9855 5.5537 -0.8736
O 5.1533 3.7749 0.8576
H 4.8404 2.2776 -0.6065
H 3.4913 2.7494 0.2193
H 2.9724 3.9787 -1.6049
H 4.7491 4.2245 -2.0871
H 4.6993 5.9991 -1.3358
H 4.5094 4.3297 1.3039
*
```

Atom charges from the Mulliken analysis, given in e for atoms 1 to 6: 0.12, -0.16, -0.13, -0.18, 1.49, -0.46

[2]
The following is a quantum chemistry calculation of a molecular structure, C18H54N10O6P3Ti at a distorted geometry, from the Open Molecules 2025 dataset.

Values from the calculation:
expectation value of S²	3.752
ΔE to the lowest compared entry with this formula, charge and spin	447.5	kJ/mol
electronic energy	-97704.986	eV
Kohn-Sham gap (alpha / beta)	5.22 / 8.42	eV

Structure (ORCA input):
```
! wB97M-V def2-TZVPD RIJCOSX def2/J DEFGRID3
* xyz 0 4
Ti 1.6986 -2.2414 -1.1828
N -0.3359 -1.6169 0.6519
O -0.4039 -2.7171 0.0311
O 0.6396 -0.9641 0.4024
O -1.0507 -1.3220 1.5930
O 0.7870 -2.4148 -3.3506
P -0.5936 -2.1036 -3.8080
N -1.8488 -2.9850 -3.0663
C -3.3573 -2.6825 -3.2047
C -1.6990 -4.3541 -2.5709
N -0.8397 -2.4996 -5.4554
C -2.0908 -2.3766 -6.2556
C 0.3470 -3.0088 -6.2170
N -1.1461 -0.5230 -3.6903
C -0.6611 0.3928 -4.7045
C -1.2439 0.0776 -2.2828
H -3.4767 -1.6791 -2.7962
H -4.0172 -3.3612 -2.6643
H -3.6263 -2.7894 -4.2555
H -1.5161 -4.2731 -1.4994
H -0.9137 -4.8163 -3.1690
H -2.5946 -4.9552 -2.7284
H -2.5247 -1.3945 -6.0678
H -1.8365 -2.4151 -7.3148
H -2.7286 -3.2098 -5.9604
H 1.0175 -2.1978 -6.5010
H 0.8992 -3.7107 -5.5921
H 0.0284 -3.3647 -7.1967
H -1.2253 0.2546 -5.6268
H -0.7546 1.4579 -4.4926
H 0.4064 0.3422 -4.9189
H -1.8041 1.0106 -2.3445
H -0.3029 0.3526 -1.8065
H -1.8573 -0.6280 -1.7225
O 3.2505 -0.7120 -2.6597
P 4.1568 0.4013 -2.3921
N 3.3466 1.9309 -2.5343
C 1.8574 1.9952 -2.3298
C 4.0707 3.2133 -2.4374
N 5.3690 0.5526 -3.5011
C 6.5988 -0.1852 -3.3051
C 5.1500 0.7767 -4.9243
N 4.7167 0.4064 -0.7599
C 5.5566 1.4869 -0.1404
C 4.1539 -0.5615 0.3010
H 1.3999 2.8619 -2.8070
H 1.5144 1.8207 -1.3100
H 1.3530 1.1436 -2.7864
H 5.1554 3.1224 -2.4953
H 3.7184 3.5694 -1.4693
H 3.7371 3.9321 -3.1858
H 6.7435 -0.5146 -2.2762
H 6.5413 -1.1897 -3.7245
H 7.4832 0.3786 -3.6020
H 4.9077 1.8177 -5.1382
H 5.9545 0.5536 -5.6250
H 4.1504 0.4211 -5.1744
H 4.9314 2.3797 -0.1487
H 5.9604 1.4953 0.8720
H 6.4998 1.5902 -0.6768
H 3.1465 -0.4597 0.7047
H 4.8395 -0.4575 1.1418
H 4.2986 -1.5993 0.0006
O -5.2918 2.0955 5.5921
P -3.8968 1.6401 6.0393
N -3.6398 1.5804 7.7735
C -4.5609 1.9767 8.7911
C -2.4990 0.8365 8.3751
N -2.5539 2.5416 5.4936
C -1.2483 1.9669 5.4008
C -2.6523 3.9784 5.3601
N -3.6449 0.0490 5.3998
C -3.6427 -0.1537 3.8874
C -3.8888 -1.1987 6.1000
H -5.0879 1.1049 9.1788
H -5.1973 2.7996 8.4653
H -4.0228 2.4385 9.6189
H -2.6658 0.6863 9.4417
H -1.5721 1.3173 8.0625
H -2.4339 -0.2331 8.1754
H -0.4532 2.4768 5.9448
H -1.0799 0.9390 5.7219
H -0.9292 1.9101 4.3601
H -3.6469 4.1887 4.9668
H -2.6128 4.4742 6.3300
H -1.7680 4.2706 4.7938
H -4.0122 0.7371 3.3795
H -2.6970 -0.4596 3.4401
H -4.2267 -0.9896 3.5023
H -4.0203 -1.0278 7.1684
H -3.1407 -1.8719 5.6814
H -4.8507 -1.5277 5.7068
*
```

Atom charges from the Mulliken analysis, given in e for atoms 1 to 6: 0.25, 1.19, -0.70, -0.56, -0.67, -0.86